# 1
A structure of composition C49H61BrN5O7PPtS2Te, computed with ωB97M-V with the def2-TZVPD basis set.

As for the total energy: -6803.4191 Ha. The calculation puts the energy above the lowest of the compared OMol25 structures with the same formula, charge and spin at 0.000 eV. Its expectation value of S² is 6.056. The HOMO-LUMO gap (alpha / beta) is 7.461 / 5.848 eV. The spin multiplicity is 5. The molar mass comes out at 1329.74 Da.

```
128
C49H61BrN5O7PPtS2Te | the OMol25 dataset | ωB97M-V with the def2-TZVPD basis set
Pt 0.18 -0.27 0.37
O -0.59 -2.25 4.37
S -0.91 -1.32 3.33
O -1.99 -1.64 2.43
N 0.39 -0.95 2.45
C 1.68 -1.25 2.81
C 2.14 -1.55 4.09
C 3.49 -1.83 4.35
C 4.43 -1.84 3.35
C 4.02 -1.53 2.04
C 4.93 -1.53 0.95
C 4.50 -1.21 -0.30
C 3.15 -0.87 -0.48
N 2.29 -0.87 0.51
C 2.67 -1.22 1.77
C -1.33 0.22 4.12
C -0.72 0.55 5.32
C -0.98 1.78 5.90
C -1.86 2.66 5.29
C -2.49 2.31 4.11
C -2.23 1.09 3.51
H 1.43 -1.60 4.90
H 3.78 -2.06 5.36
H 5.47 -2.07 3.55
H 5.97 -1.77 1.14
H 5.17 -1.21 -1.15
H 2.78 -0.57 -1.45
H -0.06 -0.16 5.80
H -0.50 2.04 6.84
H -2.07 3.62 5.75
H -3.19 2.99 3.64
H -2.69 0.81 2.57
C -2.14 0.79 -3.84
C -1.65 1.87 -2.90
C -2.10 3.18 -3.01
C -1.64 4.17 -2.15
C -2.11 5.60 -2.29
C -0.75 3.85 -1.14
C -0.31 2.51 -0.94
C -0.75 1.56 -1.91
N 0.46 2.04 0.07
C 1.22 2.85 1.04
C 0.83 2.38 2.45
C 1.73 3.01 3.51
C 1.55 4.53 3.48
C 1.94 5.03 2.09
C 3.41 4.71 1.82
C 3.59 3.19 1.85
C 3.19 2.65 3.23
C 2.71 2.55 0.78
C 1.06 4.38 1.02
H -2.82 1.21 -4.59
H -2.66 0.01 -3.29
H -1.31 0.32 -4.35
H -2.82 3.44 -3.78
H -2.73 5.72 -3.18
H -1.27 6.28 -2.37
H -2.70 5.90 -1.42
H -0.45 4.64 -0.49
H -0.36 0.54 -1.87
H 0.90 1.29 2.51
H -0.21 2.64 2.63
H 1.43 2.62 4.49
H 2.18 5.00 4.24
H 0.51 4.78 3.70
H 1.79 6.12 2.04
H 4.04 5.18 2.58
H 3.72 5.10 0.85
H 4.63 2.93 1.64
H 3.84 3.07 4.00
H 3.32 1.56 3.26
H 2.86 1.48 0.76
H 2.97 2.94 -0.21
H 1.35 4.78 0.05
H 0.02 4.65 1.22
C -2.08 -1.63 -6.70
C -1.10 -2.68 -6.17
N -0.57 -2.38 -4.85
C 0.50 -1.62 -4.57
S 1.08 -1.58 -2.98
N 1.05 -0.93 -5.59
C 2.13 0.04 -5.46
C 1.63 1.47 -5.35
H -2.41 -1.90 -7.70
H -1.63 -0.64 -6.74
H -2.95 -1.57 -6.04
H -0.27 -2.82 -6.87
H -1.60 -3.64 -6.10
H -0.94 -2.88 -4.06
H 0.53 -0.90 -6.45
H 2.79 -0.08 -6.32
H 2.69 -0.24 -4.56
H 1.05 1.75 -6.23
H 2.47 2.16 -5.26
H 1.00 1.58 -4.47
C 2.16 -6.46 -0.96
C 1.86 -4.98 -1.06
O 0.46 -4.79 -1.34
P -0.41 -3.94 -0.31
O 0.29 -2.75 0.22
Te -2.48 -3.83 -1.60
O -0.66 -4.91 0.93
C -1.36 -6.15 0.82
C -1.05 -6.96 2.06
H 3.23 -6.62 -0.87
H 1.81 -6.98 -1.86
H 1.66 -6.90 -0.10
H 2.41 -4.51 -1.87
H 2.13 -4.46 -0.13
H -1.04 -6.68 -0.08
H -2.43 -5.94 0.74
H 0.02 -7.12 2.16
H -1.55 -7.93 2.00
H -1.40 -6.44 2.95
Br -7.29 -2.96 0.71
C -6.26 -1.39 0.40
C -6.90 -0.17 0.31
C -6.14 0.97 0.09
C -4.77 0.89 -0.03
C -4.14 -0.36 0.05
C -4.89 -1.50 0.27
C -2.66 -0.44 -0.12
O -1.97 0.46 0.44
O -2.15 -1.33 -0.84
H -7.98 -0.11 0.40
H -6.64 1.94 0.03
H -4.16 1.77 -0.17
H -4.40 -2.46 0.37
```


# 2
A structure of composition C49H62ClIrN3O4PS3, computed with ωB97M-V with the def2-TZVPD basis set.

As for the total energy: -4470.1544 Ha. The calculation puts the energy above the lowest of the compared OMol25 structures with the same formula, charge and spin at 0.000 eV. Its expectation value of S² is 0.758. The HOMO-LUMO gap (alpha / beta) is 5.484 / 6.085 eV. The spin multiplicity is 2. The total charge is -1. The molar mass comes out at 1111.90 Da.

```
124
C49H62ClIrN3O4PS3 | the OMol25 dataset | ωB97M-V with the def2-TZVPD basis set
Ir 0.82 0.23 0.14
C 0.78 4.09 4.41
C 1.30 2.74 3.89
C 2.53 2.34 4.71
C 0.18 1.71 3.93
C -0.16 1.26 5.20
C -1.26 0.46 5.43
C -2.11 0.20 4.37
C -1.83 0.63 3.08
C -2.97 0.52 2.08
C -3.41 1.91 1.59
C -2.75 -0.45 0.93
C -0.61 1.28 2.84
N -0.22 1.59 1.46
C -0.10 2.86 1.27
C 0.32 3.62 0.13
C 0.44 5.00 0.37
C 0.65 5.91 -0.63
C 0.67 5.43 -1.94
C 0.53 4.10 -2.22
C 0.42 3.10 -1.20
N 0.32 1.79 -1.45
C -0.18 1.51 -2.77
C -1.59 1.56 -2.93
C -2.16 1.33 -4.17
C -1.38 1.08 -5.29
C -0.01 1.09 -5.14
C 0.62 1.30 -3.91
C 2.14 1.31 -4.02
C 2.64 -0.11 -4.29
C 2.95 1.99 -2.92
C -2.53 1.93 -1.78
C -3.91 1.26 -1.87
C -2.79 3.44 -1.71
H 1.56 4.85 4.35
H 0.47 4.00 5.45
H -0.09 4.45 3.84
H 1.64 2.86 2.86
H 2.41 2.61 5.76
H 3.42 2.87 4.33
H 2.73 1.27 4.64
H 0.47 1.54 6.04
H -1.49 0.10 6.42
H -3.04 -0.33 4.55
H -3.81 0.13 2.66
H -2.67 2.36 0.93
H -3.55 2.58 2.44
H -4.35 1.84 1.05
H -1.94 -0.12 0.29
H -3.67 -0.53 0.34
H -2.48 -1.43 1.31
H -0.40 3.49 2.10
H 0.36 5.34 1.40
H 0.76 6.97 -0.41
H 0.78 6.12 -2.77
H 0.52 3.78 -3.26
H -3.24 1.36 -4.28
H -1.83 0.90 -6.26
H 0.62 0.94 -6.01
H 2.35 1.88 -4.94
H 2.39 -0.75 -3.45
H 3.72 -0.12 -4.44
H 2.17 -0.53 -5.18
H 2.80 1.54 -1.94
H 2.71 3.05 -2.86
H 4.01 1.90 -3.15
H -2.04 1.62 -0.85
H -4.53 1.75 -2.63
H -4.44 1.38 -0.92
H -3.86 0.20 -2.10
H -3.25 3.78 -2.64
H -1.89 4.02 -1.55
H -3.48 3.66 -0.89
C 1.85 -3.97 5.50
C 1.21 -3.32 4.29
O 1.48 -1.92 4.32
P 1.99 -1.09 2.96
S 2.65 0.66 1.46
S 0.54 -1.55 1.57
O 3.25 -2.11 2.62
C 4.49 -1.70 3.19
C 5.47 -2.86 3.11
H 1.64 -5.04 5.52
H 1.47 -3.52 6.42
H 2.93 -3.82 5.48
H 0.12 -3.46 4.30
H 1.60 -3.76 3.37
H 4.35 -1.42 4.24
H 4.87 -0.83 2.65
H 5.05 -3.74 3.60
H 6.41 -2.59 3.60
H 5.68 -3.11 2.07
Cl 4.90 -3.30 -0.87
C 3.73 -2.38 -1.86
C 3.32 -1.06 -1.18
O 4.16 -0.20 -1.03
O 2.04 -1.04 -0.97
H 2.87 -3.03 -2.02
H 4.23 -2.16 -2.80
N -0.42 -1.20 -1.31
S -1.85 -1.67 -1.77
C -1.62 -2.48 -3.37
C -0.45 -2.23 -4.05
C -0.26 -2.78 -5.31
C -1.25 -3.56 -5.88
C -2.43 -3.80 -5.20
C -2.63 -3.26 -3.94
C -2.39 -3.12 -0.86
C -3.75 -3.31 -0.67
C -4.20 -4.40 0.06
C -3.28 -5.28 0.61
C -1.92 -5.08 0.43
C -1.47 -4.00 -0.31
H 0.26 -1.96 -1.30
H 0.30 -1.59 -3.59
H 0.67 -2.59 -5.84
H -1.10 -3.99 -6.87
H -3.21 -4.41 -5.64
H -3.55 -3.45 -3.40
H -4.46 -2.59 -1.08
H -5.26 -4.55 0.22
H -3.63 -6.12 1.20
H -1.20 -5.76 0.88
H -0.41 -3.82 -0.42
```


# 3
A structure of composition C49H62F4N7O2SeW, computed with ωB97M-V with the def2-TZVPD basis set.

As for the total energy: -5305.1998 Ha. The calculation puts the energy above the lowest of the compared OMol25 structures with the same formula, charge and spin at 1.759 eV. The HOMO-LUMO gap is 4.466 eV. The spin multiplicity is 1. The total charge is +3. The molar mass comes out at 1119.87 Da.

```
126
C49H62F4N7O2SeW | the OMol25 dataset | ωB97M-V with the def2-TZVPD basis set
W 0.12 1.18 -0.41
C 2.59 2.86 0.81
N 1.08 2.83 0.82
C 0.75 2.83 2.29
C 0.67 4.12 0.12
C -0.57 3.99 -0.72
N -0.54 2.70 -1.43
C -1.34 2.58 -2.60
C -1.06 1.50 -3.44
F -0.11 0.64 -2.99
C -1.72 1.30 -4.64
F -1.40 0.25 -5.38
C -2.72 2.18 -5.02
C -3.03 3.23 -4.19
F -4.00 4.07 -4.52
C -2.37 3.44 -2.98
F -2.77 4.45 -2.20
H 2.90 3.75 1.36
H 2.96 2.92 -0.21
H 3.00 1.99 1.30
H 0.81 3.84 2.67
H 1.48 2.22 2.81
H -0.24 2.41 2.47
H 1.50 4.38 -0.53
H 0.57 4.91 0.87
H -0.57 4.81 -1.45
H -1.50 4.05 -0.15
H -3.25 2.03 -5.95
C 6.61 -1.95 1.87
C 6.05 -2.47 0.54
C 5.46 -3.87 0.73
C 7.19 -2.55 -0.48
C 4.94 -1.53 0.08
C 3.80 -1.38 0.88
C 2.79 -0.54 0.45
Se 1.26 -0.25 1.57
C 0.25 -1.81 1.17
C 0.32 -2.92 1.98
C -0.37 -4.07 1.56
C -1.05 -4.01 0.35
C -1.13 -2.90 -0.50
C -0.46 -1.79 -0.02
O -0.50 -0.51 -0.61
C -1.93 -3.08 -1.80
C -1.35 -4.27 -2.58
C -1.89 -1.87 -2.72
C -3.40 -3.36 -1.43
C -0.38 -5.36 2.38
C 0.17 -6.51 1.52
C 0.47 -5.24 3.64
C -1.83 -5.66 2.78
C 2.89 0.15 -0.76
O 1.80 0.97 -1.08
C 4.01 0.06 -1.57
C 5.01 -0.81 -1.10
C 4.16 0.81 -2.90
C 3.95 2.31 -2.70
C 5.56 0.61 -3.49
C 3.14 0.26 -3.90
H 7.41 -2.61 2.21
H 7.03 -0.95 1.76
H 5.86 -1.93 2.66
H 6.25 -4.56 1.05
H 4.69 -3.89 1.50
H 5.04 -4.26 -0.20
H 7.95 -3.24 -0.11
H 6.85 -2.93 -1.45
H 7.68 -1.58 -0.63
H 3.73 -1.89 1.83
H 0.89 -2.91 2.89
H -1.57 -4.90 0.04
H -0.34 -4.05 -2.93
H -1.30 -5.17 -1.98
H -1.97 -4.47 -3.44
H -0.87 -1.55 -2.94
H -2.34 -2.15 -3.68
H -2.48 -1.03 -2.34
H -3.52 -4.33 -0.95
H -3.80 -2.60 -0.76
H -4.00 -3.38 -2.34
H 1.19 -6.31 1.19
H 0.18 -7.43 2.10
H -0.45 -6.69 0.64
H 1.52 -5.04 3.41
H 0.10 -4.48 4.32
H 0.44 -6.19 4.18
H -2.47 -5.81 1.91
H -1.86 -6.57 3.38
H -2.25 -4.85 3.38
H 5.89 -0.91 -1.70
H 4.60 2.71 -1.93
H 4.19 2.84 -3.63
H 2.91 2.55 -2.46
H 6.34 0.99 -2.84
H 5.77 -0.44 -3.71
H 5.62 1.16 -4.43
H 2.12 0.46 -3.59
H 3.30 0.72 -4.87
H 3.26 -0.82 -4.03
C -2.24 3.40 2.50
C -2.59 2.16 1.74
N -1.96 1.65 0.66
C -2.86 0.76 0.09
C -3.96 0.67 0.86
N -3.78 1.56 1.89
C -4.76 1.70 3.01
N -5.10 3.04 3.31
N -4.54 3.61 4.42
N -4.90 4.82 4.50
C -5.72 5.11 3.42
C -6.38 6.30 3.09
C -7.15 6.28 1.96
C -7.28 5.12 1.17
C -6.64 3.94 1.49
C -5.86 3.97 2.64
H -1.37 3.89 2.06
H -2.07 3.22 3.56
H -3.07 4.10 2.41
H -2.66 0.24 -0.83
H -4.85 0.07 0.77
H -4.34 1.26 3.91
H -5.64 1.13 2.69
H -6.29 7.18 3.71
H -7.69 7.17 1.66
H -7.91 5.15 0.29
H -6.77 3.05 0.89
```


> Which value of spin multiplicity does entry 2 give?

2